(1)
Formula: C3H6N2O2S
Source: the Open Molecules 2025 dataset
Level of theory: ωB97M-V/def2-TZVPD

## Properties
gap between HOMO and LUMO (spin up / spin down)	0.1786 / 0.2195	Eh
spin multiplicity	3
DFT total energy	-775.825814	a.u.
LUMO energy (spin up / spin down)	0.40 / -2.59	eV
HOMO (spin up / spin down)	-4.5 / -8.6	eV
energy above the lowest of the compared OMol25 structures with the same formula, charge and spin	3.341	eV

The geometry in XYZ format:
```
14
Properties=species:S:1:pos:R:3:lowdin_spin:R:1
C 2.65429 -1.00936 -0.77655 0.419
C -1.52016 0.23586 0.63360 0.003
C -0.85233 0.97046 -0.27001 0.001
N 2.39313 -1.41727 0.32238 0.644
N 2.94780 -0.61557 -1.88107 0.698
O -1.40586 -1.13245 0.58618 0.009
O 0.01442 0.55090 -1.20113 0.001
S -2.78802 1.10507 1.66749 0.001
H -1.02933 2.11765 -0.16286 0.000
H -3.86572 0.63408 1.08272 0.000
H 1.44597 -1.69197 0.74381 0.091
H -2.25390 -1.49790 0.96279 0.000
H 3.79441 -0.61296 -2.53686 0.133
H -0.19048 -0.35052 -1.47487 -0.001
```

=====

(2)
Formula: C3H6N2O3
Source: the Open Molecules 2025 dataset
Level of theory: ωB97M-V/def2-TZVPD

## Properties
gap between HOMO and LUMO	0.3804	Eh
DFT total energy	-452.917708	a.u.
LUMO energy	0.50	eV
HOMO	-9.9	eV
energy above the lowest of the compared OMol25 structures with the same formula, charge and spin	7.709	eV

The geometry in XYZ format:
```
14
Properties=species:S:1:pos:R:3:lowdin_charge:R:1
C -1.72631 1.05784 2.28094 -0.041
N -1.05081 0.54830 1.24916 -0.009
O -0.40045 -0.64686 1.85776 -0.198
C 0.60645 -1.04487 0.86584 -0.194
O 1.07900 0.04785 0.05749 -0.138
N 0.38135 0.37527 -1.06192 -0.019
C 0.78740 -0.17654 -2.25832 -0.380
O 0.36688 0.08303 -3.31210 0.081
H -2.57065 1.97650 2.22187 0.121
H -1.87020 0.41015 3.39149 0.148
H 0.09169 -2.00950 0.46836 0.147
H 1.65376 -1.43179 1.42105 0.178
H -0.59387 0.67771 -0.99610 0.139
H 1.60690 -0.97876 -1.97336 0.164
```

=====

(3)
Formula: C3H6N2O3
Source: the Open Molecules 2025 dataset
Level of theory: ωB97M-V/def2-TZVPD

## Properties
gap between HOMO and LUMO	0.3685	Eh
DFT total energy	-453.048372	a.u.
LUMO energy	0.12	eV
HOMO	-9.9	eV
energy above the lowest of the compared OMol25 structures with the same formula, charge and spin	4.154	eV

The geometry in XYZ format:
```
14
Properties=species:S:1:pos:R:3:lowdin_charge:R:1
N -1.44207 -0.98902 -0.44713 0.170
C -1.22444 0.33667 -0.21008 -0.614
O -2.25421 0.93515 0.16636 0.025
N -0.04475 0.86917 -0.29446 -0.079
O 0.04387 2.16798 0.26950 0.027
C 0.98151 0.21250 0.39889 -0.155
C 1.84214 -0.85318 -0.26081 -0.185
O 1.35729 -1.60287 -1.14307 -0.002
H -2.45767 -1.37165 -0.47613 0.172
H -0.83353 -1.57039 -0.95517 0.055
H -0.86150 2.47375 0.31833 0.089
H 0.40421 -0.47842 1.25434 0.203
H 1.65052 0.88862 0.98703 0.137
H 2.83861 -1.01832 0.39240 0.158
```

=====

(4)
Formula: C3H6N2O3
Source: the Open Molecules 2025 dataset
Level of theory: ωB97M-V/def2-TZVPD

## Properties
gap between HOMO and LUMO	0.3259	Eh
DFT total energy	-453.109652	a.u.
LUMO energy	0.64	eV
HOMO	-8.2	eV
energy above the lowest of the compared OMol25 structures with the same formula, charge and spin	2.486	eV

The geometry in XYZ format:
```
14
Properties=species:S:1:pos:R:3:lowdin_charge:R:1
N -0.21820 -1.04296 -1.69113 0.002
C -0.06639 -0.83756 -0.30951 -0.194
C -0.82226 0.10473 0.36065 -0.408
N -1.81948 0.85427 -0.15241 0.181
O -0.33210 0.45572 1.57343 0.083
C 1.11693 0.28149 1.38285 -0.529
O 1.80380 -0.31937 2.17553 0.131
O 1.58159 1.32809 0.63242 0.106
H -0.83998 -1.81329 -1.91639 0.074
H 0.65839 -1.19588 -2.18180 0.076
H 0.28632 -1.70077 0.24462 0.123
H -2.00443 0.71488 -1.13789 0.106
H -1.87514 1.80671 0.18372 0.116
H 2.53095 1.36394 0.83590 0.134
```

=====

(5)
Formula: C3H6N2O3
Source: the Open Molecules 2025 dataset
Level of theory: ωB97M-V/def2-TZVPD

## Properties
gap between HOMO and LUMO	0.3926	Eh
DFT total energy	-453.053083	a.u.
LUMO energy	0.55	eV
HOMO	-10.1	eV
energy above the lowest of the compared OMol25 structures with the same formula, charge and spin	4.026	eV

The geometry in XYZ format:
```
14
Properties=species:S:1:pos:R:3:lowdin_charge:R:1
H -1.39950 2.01413 -2.37644 0.075
N -0.58390 1.47669 -2.07648 0.176
C -0.89751 0.75306 -1.10364 -0.409
N -2.16155 0.16875 -0.54320 0.164
O 0.12373 0.07310 -0.47898 0.109
C 0.28238 -0.39764 0.66872 -0.426
O -0.57602 -0.85556 1.55867 -0.028
C 1.72439 -0.73836 1.18164 -0.225
O 2.81684 -0.75284 0.32008 -0.112
H -2.94867 0.74800 -0.52064 0.061
H -2.10030 -0.36174 0.29696 0.046
H 1.71668 -0.00774 2.21213 0.188
H 1.53064 -1.86788 1.51176 0.161
H 2.47278 -0.25197 -0.65058 0.219
```

=====

(6)
Formula: C3H6N2O3
Source: the Open Molecules 2025 dataset
Level of theory: ωB97M-V/def2-TZVPD

## Properties
gap between HOMO and LUMO (spin up / spin down)	0.3025 / 0.3426	Eh
DFT total energy	-452.983864	a.u.
LUMO energy (spin up / spin down)	-0.92 / 0.37	eV
HOMO (spin up / spin down)	-9.2 / -9.0	eV
energy above the lowest of the compared OMol25 structures with the same formula, charge and spin	5.909	eV

The geometry in XYZ format:
```
14
Properties=species:S:1:pos:R:3:lowdin_charge:R:1
C 2.55031 0.72580 -0.03949 -0.214
C -2.60802 0.04927 -0.61507 -0.350
N 1.74196 -0.02849 0.87636 0.002
C -0.50544 -0.69275 -0.00854 -0.439
O -0.30461 0.46883 0.22337 0.070
O -3.37472 -0.07188 0.46241 0.098
N -0.46106 -1.85867 -0.33958 0.197
O -2.91108 0.38358 -1.71103 0.136
H -4.28948 0.20622 0.23564 0.137
H 1.55741 0.55397 1.69548 0.048
H 0.19000 -2.52248 0.05877 0.094
H 2.17352 1.73495 -0.25553 0.075
H 3.55746 0.87220 0.39275 0.080
H 2.68376 0.17947 -0.97552 0.066
```

=====

(7)
Formula: C3H6N2O4
Source: the Open Molecules 2025 dataset
Level of theory: ωB97M-V/def2-TZVPD

## Properties
gap between HOMO and LUMO	0.3399	Eh
DFT total energy	-528.170182	a.u.
LUMO energy	0.34	eV
HOMO	-8.9	eV
energy above the lowest of the compared OMol25 structures with the same formula, charge and spin	7.783	eV

The geometry in XYZ format:
```
15
Properties=species:S:1:pos:R:3:lowdin_charge:R:1
O 0.73923 2.53879 -0.54272 0.152
C 0.17073 1.67671 0.02490 -0.438
C -0.55167 1.65378 1.44799 -0.170
O -1.43374 0.53230 1.55839 -0.168
O 0.09749 0.31049 -0.24849 -0.100
N 0.93171 -0.23606 -1.20663 0.063
C 0.93159 -1.50032 -1.23992 -0.294
N 0.47495 -2.34229 -0.41481 -0.047
O -0.85739 -2.26833 0.07329 -0.056
H 0.17640 1.27433 2.43221 0.195
H -1.00973 2.79598 1.63542 0.166
H -2.21027 0.73436 0.82002 0.190
H 1.76058 -1.72554 -2.02786 0.168
H 0.71423 -3.42283 -0.39695 0.209
H -0.94646 -1.49498 0.76568 0.130
```

=====

(8)
Formula: C3H6N2OS
Source: the Open Molecules 2025 dataset
Level of theory: ωB97M-V/def2-TZVPD

## Properties
gap between HOMO and LUMO	0.3617	Eh
DFT total energy	-700.752025	a.u.
LUMO energy	0.49	eV
HOMO	-9.4	eV
energy above the lowest of the compared OMol25 structures with the same formula, charge and spin	3.733	eV

The geometry in XYZ format:
```
13
Properties=species:S:1:pos:R:3:lowdin_charge:R:1
C 1.90457 0.65146 -1.66053 -0.136
C 0.97853 0.28138 -0.50677 -0.811
O 1.25631 0.51599 0.70041 -0.068
S -0.45129 -0.62434 -1.05283 0.932
C -0.98002 -1.15792 0.69065 -0.421
N -1.29020 -0.39381 1.65820 -0.069
N -1.26974 1.05973 1.43380 -0.007
H 2.21008 1.83816 -1.67851 0.129
H 2.84837 -0.12397 -1.42731 0.139
H 1.52608 0.27963 -2.80346 0.118
H -1.11935 -2.20682 0.89601 0.060
H -0.38729 1.42758 1.03212 0.044
H -1.40668 1.33598 2.43908 0.090
```

=====

(9)
Formula: C3H6N2OS
Source: the Open Molecules 2025 dataset
Level of theory: ωB97M-V/def2-TZVPD

## Properties
gap between HOMO and LUMO	0.3475	Eh
DFT total energy	-700.819704	a.u.
LUMO energy	0.77	eV
HOMO	-8.7	eV
energy above the lowest of the compared OMol25 structures with the same formula, charge and spin	1.891	eV

The geometry in XYZ format:
```
13
Properties=species:S:1:pos:R:3:lowdin_charge:R:1
N -0.13806 2.06056 -0.02090 0.077
N 0.38250 0.77423 0.14926 -0.215
C 1.76497 0.54104 -0.16493 -0.114
C 1.81282 -0.98097 0.10410 -0.119
O 0.45797 -1.41335 -0.07409 -0.060
C -0.36515 -0.36995 0.03679 -0.884
S -2.00811 -0.44860 -0.01691 0.657
H -0.59282 2.35107 0.85342 0.099
H -0.89657 1.96943 -0.66190 0.044
H 2.42982 1.17314 0.48541 0.139
H 1.97366 0.79874 -1.20073 0.118
H 2.07957 -1.19603 1.14913 0.126
H 2.48540 -1.59620 -0.51644 0.131
```

=====

(10)
Formula: C3H6N2OS2
Source: the Open Molecules 2025 dataset
Level of theory: ωB97M-V/def2-TZVPD

## Properties
gap between HOMO and LUMO	0.2889	Eh
DFT total energy	-1098.823526	a.u.
LUMO energy	-0.43	eV
HOMO	-8.3	eV
energy above the lowest of the compared OMol25 structures with the same formula, charge and spin	6.813	eV

The geometry in XYZ format:
```
14
Properties=species:S:1:pos:R:3:lowdin_charge:R:1
C 2.35042 -0.54825 -0.12391 -0.161
C 0.38321 0.69653 0.02608 -1.138
C -2.74218 -0.30769 -0.34540 -0.682
H 2.83081 -1.51783 0.24848 0.088
H 2.59050 -0.26472 -1.30868 0.135
H 2.85288 0.25779 0.54406 0.070
H 0.20941 -1.18517 0.46826 0.241
H -1.45038 1.52371 0.93909 0.221
H -3.29047 -1.30193 -0.54523 0.113
N 0.90525 -0.47286 -0.21638 -0.089
N -0.76334 0.51768 0.49562 -0.149
O -1.43832 -0.57749 0.08675 -0.171
S 1.01568 2.13954 -0.15235 0.708
S -3.45346 1.04070 -0.11640 0.815
```